Model a:
Computed, not measured: 2 unconnected molecules or ions with the total composition C4H10NO3, with ωB97M-V/def2-TZVPD.

Element x y z (Å)
C  0.42  -2.43  0.00
N  1.43  -1.50  -0.57
C  0.70  0.25  -2.15
C  1.11  -0.05  -0.69
C  -0.09  0.32  0.21
O  0.14  1.27  1.04
O  -1.22  -0.12  -0.08
H  -0.51  -2.35  -0.54
H  0.24  -2.11  1.03
H  0.94  -3.37  0.17
H  1.67  -1.91  -1.46
H  -0.28  -0.20  -2.35
H  0.58  1.33  -2.25
H  1.49  -0.08  -2.83
H  2.04  0.45  -0.44
H  -2.67  2.13  1.33
H  -1.25  1.71  1.76
O  -2.13  2.03  2.12

Calculated values
**Total charge**: -1
**HOMO-LUMO gap**: 0.3168 hartree
**Highest occupied orbital energy**: -4.668 eV
**Lowest unoccupied orbital energy**: 3.95 eV

=====

Model b:
Computed, not measured: 2 unconnected molecules or ions with the total composition C4H10NO3, with ωB97M-V/def2-TZVPD.

Element x y z (Å)
C  1.63  -0.85  -0.32
C  0.12  -1.07  -0.39
C  -0.32  -2.25  -1.32
N  -0.58  0.12  -0.89
C  -0.34  1.37  -0.28
O  -0.28  2.34  -1.06
O  -0.23  1.39  0.98
H  1.75  0.04  0.30
H  2.01  -0.53  -1.29
H  2.13  -1.71  0.11
H  -0.28  -1.36  0.57
H  -0.54  -1.89  -2.32
H  0.53  -2.92  -1.45
H  -1.13  -2.77  -0.84
H  -0.43  0.21  -1.88
H  0.54  -0.45  3.00
H  -0.35  0.40  2.00
O  -0.38  -0.36  2.76

Calculated values
**Total charge**: -1
**HOMO-LUMO gap**: 0.3092 hartree
**Highest occupied orbital energy**: -4.647 eV
**Lowest unoccupied orbital energy**: 3.77 eV

=====

The least stable of them is model a.

=====

Model a:
Computed, not measured: 2 unconnected molecules or ions with the total composition C5H13NO3, with ωB97M-V/def2-TZVPD.

Element x y z (Å)
C  -0.28  0.97  -1.90
O  0.52  1.53  -2.94
C  0.03  -0.52  -1.77
C  -1.06  -1.35  -1.04
C  -1.62  -0.75  0.24
C  -0.46  -0.33  1.16
N  -0.04  -1.31  2.00
O  0.04  0.78  1.08
H  -0.24  1.58  -1.00
H  -1.32  1.05  -2.23
H  1.43  1.39  -2.67
H  0.22  -0.85  -2.79
H  0.90  -0.67  -1.14
H  -0.73  -2.38  -0.98
H  -1.83  -1.46  -1.82
H  -2.26  0.07  -0.01
H  -2.25  -1.46  0.78
H  -0.14  -2.28  1.81
H  0.54  -1.08  2.79
H  1.93  1.80  2.86
H  2.30  0.66  2.06
O  2.15  0.86  2.96

Calculated values
**SMILES string**: NC(=O)CCCCO.O
**HOMO-LUMO gap**: 0.3865 hartree
**Highest occupied orbital energy**: -9.773 eV
**Lowest unoccupied orbital energy**: 0.74 eV

=====

Model b:
Computed, not measured: 2 unconnected molecules or ions with the total composition C5H13NO3, with ωB97M-V/def2-TZVPD.

Element x y z (Å)
C  1.32  1.56  -1.93
C  -0.49  -0.97  -0.84
N  2.21  0.96  -1.13
O  0.30  2.11  -1.53
H  -0.02  1.54  -0.04
H  1.67  1.70  -2.97
H  3.08  0.61  -1.48
H  1.90  0.75  -0.18
H  0.52  -1.35  -0.89
H  -0.80  -0.38  -1.70
H  -1.15  -1.83  -0.78
C  0.51  -1.48  2.05
C  -2.25  0.37  0.49
C  -0.82  -0.14  0.58
O  -0.77  -1.02  1.67
O  0.08  0.89  0.76
H  0.93  -2.15  1.30
H  1.20  -0.65  2.23
H  0.36  -2.02  2.99
H  -2.93  -0.47  0.37
H  -2.34  1.05  -0.37
H  -2.50  0.91  1.40

Calculated values
**SMILES string**: COC(C)(C)O.NC=O
**HOMO-LUMO gap**: 0.3673 hartree
**Highest occupied orbital energy**: -9.272 eV
**Lowest unoccupied orbital energy**: 0.72 eV

=====

The least stable of them is model b.